Record 1
Formula: C12H27N3S3Zr
Source: the Open Molecules 2025 dataset
Level of theory: ωB97M-V/def2-TZVPD

Output
LUMO level: -15.300 eV
maximum force: 4.2 eV/Å
energy: -51096.0243 eV
HOMO: -0.8754 Eh
net charge: +4
2S+1: 1

Atoms and positions in Å:
1 Zr 0.18 0.01 -0.01
2 C -1.36 2.43 -1.75
3 C -2.49 2.14 -0.86
4 S -2.00 1.34 0.73
5 C -3.26 -0.03 0.78
6 C -3.27 -1.02 -0.39
7 S -1.61 -1.69 -0.89
8 C -1.41 -1.55 -2.72
9 C -1.68 -0.08 -3.14
10 S -0.44 1.01 -2.44
11 H -0.57 3.09 -1.30
12 H -1.77 3.04 -2.61
13 H -3.26 1.49 -1.26
14 H -2.95 3.08 -0.53
15 H -4.21 0.50 0.77
16 H -3.06 -0.49 1.73
17 H -3.63 -0.61 -1.33
18 H -3.94 -1.86 -0.07
19 H -2.04 -2.35 -3.22
20 H -0.38 -1.82 -2.94
21 H -2.69 0.25 -2.80
22 H -1.67 -0.06 -4.22
23 C 2.81 -1.64 0.47
24 C 3.07 -0.65 -0.63
25 N 2.28 0.58 -0.39
26 C 2.78 1.40 0.77
27 C 1.58 1.75 1.77
28 N 0.77 0.46 2.09
29 C 1.30 -0.65 2.94
30 C 0.87 -1.88 2.14
31 N 1.33 -1.83 0.67
32 H 3.21 -1.33 1.43
33 H 3.37 -2.65 0.34
34 H 2.81 -0.97 -1.61
35 H 4.11 -0.41 -0.69
36 H 2.46 1.16 -1.29
37 H 3.14 2.37 0.39
38 H 3.54 0.89 1.24
39 H 0.78 2.43 1.33
40 H 1.99 2.13 2.73
41 H -0.03 0.88 2.63
42 H 0.89 -0.71 3.99
43 H 2.43 -0.57 3.02
44 H -0.21 -1.95 2.16
45 H 1.19 -2.88 2.62
46 H 1.06 -2.73 0.34


Record 2
Formula: C12H27NO2
Source: the Open Molecules 2025 dataset
Level of theory: ωB97M-V/def2-TZVPD

Output
relative energy (zero: lowest compared OMol25 entry of this formula, charge and spin): 11.6 kcal/mol
LUMO level: 0.819 eV
SMILES string: CCN(CC)CC.CC(C)=O.CC(C)=O
maximum force: 3.0 eV/Å
energy: -18465.5781 eV
HOMO: -0.3088 Eh
net charge: 0
2S+1: 1

Atoms and positions in Å:
1 C 1.57 -1.40 -0.47
2 C 1.49 0.02 -0.99
3 N 1.79 0.09 -2.44
4 C 1.32 1.27 -3.09
5 C -0.25 1.32 -3.19
6 C 3.21 -0.18 -2.86
7 C 3.18 -0.82 -4.22
8 H 1.03 -2.08 -1.13
9 H 1.14 -1.54 0.52
10 H 2.57 -1.81 -0.33
11 H 0.48 0.39 -0.81
12 H 2.16 0.72 -0.50
13 H 1.62 2.20 -2.61
14 H 1.55 1.44 -4.14
15 H -0.69 1.06 -2.23
16 H -0.59 2.33 -3.45
17 H -0.65 0.70 -3.99
18 H 3.67 -0.87 -2.16
19 H 3.88 0.68 -2.85
20 H 2.54 -1.69 -4.37
21 H 4.16 -1.20 -4.53
22 H 2.74 -0.17 -4.98
23 C -1.71 -1.48 1.45
24 C -2.13 -0.18 0.78
25 C -2.81 -0.26 -0.57
26 O -1.79 0.88 1.29
27 H -2.57 -2.13 1.61
28 H -1.24 -1.25 2.40
29 H -0.94 -1.89 0.79
30 H -2.05 -0.76 -1.18
31 H -3.02 0.69 -1.05
32 H -3.65 -0.96 -0.56
33 C -1.79 1.99 5.08
34 C -2.21 0.51 4.81
35 C -1.13 -0.57 5.10
36 O -3.35 0.27 4.45
37 H -1.03 2.21 5.84
38 H -2.60 2.70 4.90
39 H -1.17 2.10 4.19
40 H -0.66 -0.22 6.03
41 H -0.45 -0.58 4.24
42 H -1.59 -1.55 5.18


Record 3
Formula: C12H27NO3
Source: the Open Molecules 2025 dataset
Level of theory: ωB97M-V/def2-TZVPD

Output
relative energy (zero: lowest compared OMol25 entry of this formula, charge and spin): 1.5 kcal/mol
LUMO level: 0.709 eV
SMILES string: CCCCCCCCNC(CO)(CO)CO
maximum force: 0.7 eV/Å
energy: -20514.4319 eV
HOMO: -0.3317 Eh
net charge: 0
2S+1: 1

Atoms and positions in Å:
1 C 0.79 -5.33 -2.98
2 C 1.54 -4.95 -1.71
3 C 1.34 -3.48 -1.34
4 C 2.09 -3.11 -0.07
5 C 2.01 -1.62 0.27
6 C 0.62 -1.16 0.69
7 C 0.60 0.31 1.08
8 C -0.79 0.76 1.53
9 N -0.90 2.19 1.80
10 C -1.35 3.08 0.73
11 C -1.02 4.52 1.20
12 O -1.25 5.50 0.21
13 C -2.89 2.92 0.65
14 O -3.48 3.05 1.91
15 C -0.74 2.84 -0.67
16 O 0.63 3.13 -0.74
17 H 1.12 -4.72 -3.82
18 H -0.28 -5.17 -2.85
19 H 0.95 -6.38 -3.22
20 H 2.61 -5.14 -1.85
21 H 1.21 -5.58 -0.88
22 H 1.69 -2.86 -2.16
23 H 0.27 -3.30 -1.21
24 H 3.15 -3.38 -0.19
25 H 1.70 -3.69 0.77
26 H 2.71 -1.41 1.09
27 H 2.34 -1.03 -0.60
28 H 0.28 -1.77 1.53
29 H -0.08 -1.32 -0.14
30 H 1.30 0.47 1.91
31 H 0.94 0.92 0.24
32 H -1.05 0.25 2.46
33 H -1.54 0.48 0.78
34 H -0.01 2.52 2.17
35 H 0.04 4.59 1.44
36 H -1.60 4.73 2.11
37 H -2.20 5.61 0.10
38 H -3.33 3.69 0.01
39 H -3.13 1.94 0.21
40 H -2.91 2.55 2.52
41 H -0.85 1.80 -0.95
42 H -1.30 3.45 -1.40
43 H 0.73 4.09 -0.66


Record 4
Formula: C12H27O19S3V
Source: the Open Molecules 2025 dataset
Level of theory: ωB97M-V/def2-TZVPD

Output
relative energy (zero: lowest compared OMol25 entry of this formula, charge and spin): 155.6 kcal/mol
LUMO level (alpha / beta): 1.315 / 1.316 eV
maximum force: 8.3 eV/Å
<S²>: 0.79
energy: -109976.0934 eV
HOMO (alpha / beta): -0.1478 / -0.1450 Eh
net charge: -1
2S+1: 2

Atoms and positions in Å:
1 O 7.78 15.84 21.95
2 V 7.06 15.74 23.33
3 O 3.03 15.41 21.81
4 C 4.04 16.23 21.92
5 O 5.06 15.81 22.45
6 O 3.93 17.33 21.31
7 H 2.36 15.99 21.45
8 O 5.27 14.97 27.34
9 C 5.54 15.93 26.43
10 O 5.06 17.09 26.49
11 O 6.18 15.59 25.41
12 H 5.54 14.18 26.87
13 O 7.74 17.77 24.03
14 C 7.23 18.75 23.33
15 O 7.25 19.94 23.67
16 O 6.59 18.44 22.31
17 H 8.43 18.21 24.54
18 O 8.85 14.95 24.45
19 S 9.78 14.18 25.21
20 O 10.07 12.76 24.95
21 O 11.27 14.93 25.06
22 C 12.29 14.32 25.72
23 C 13.44 13.95 24.74
24 C 9.48 14.45 26.98
25 H 12.11 13.35 26.19
26 H 12.73 14.82 26.59
27 H 14.25 13.45 25.28
28 H 13.92 14.78 24.21
29 H 12.96 13.34 23.97
30 H 9.46 15.54 26.95
31 H 10.24 14.04 27.64
32 H 8.46 14.11 27.19
33 O 8.27 15.46 19.09
34 S 9.08 14.95 18.03
35 O 9.72 15.85 17.02
36 O 10.22 13.84 18.48
37 C 10.18 13.30 19.76
38 C 10.53 14.27 20.79
39 C 8.08 13.67 17.08
40 H 10.94 12.53 19.92
41 H 9.32 12.63 19.89
42 H 10.26 15.30 20.53
43 H 11.58 14.36 21.05
44 H 10.11 14.09 21.78
45 H 8.70 13.13 16.36
46 H 7.34 14.15 16.44
47 H 7.54 13.03 17.77
48 O 6.61 12.27 20.42
49 S 6.81 12.23 21.91
50 O 6.95 13.53 22.59
51 O 5.47 11.51 22.63
52 C 5.03 10.28 22.17
53 C 3.50 10.34 22.23
54 C 8.22 11.17 22.47
55 H 5.51 9.43 22.66
56 H 5.27 10.28 21.10
57 H 2.92 11.04 21.62
58 H 3.26 10.56 23.27
59 H 3.09 9.39 21.91
60 H 9.07 11.39 21.83
61 H 8.00 10.10 22.41
62 H 8.45 11.36 23.52


Record 5
Formula: C12H27O5P
Source: the Open Molecules 2025 dataset
Level of theory: ωB97M-V/def2-TZVPD

Output
relative energy (zero: lowest compared OMol25 entry of this formula, charge and spin): 172.2 kcal/mol
LUMO level: 0.052 eV
SMILES string: COCCCCCCCCCCCOP(=O)(O)O
maximum force: 5.7 eV/Å
energy: -32403.8438 eV
HOMO: -0.3586 Eh
net charge: 0
2S+1: 1

Atoms and positions in Å:
1 C 5.76 -1.99 1.43
2 O 4.43 -1.80 0.81
3 C 4.43 -0.58 -0.06
4 C 2.86 -0.39 -0.54
5 C 2.64 0.81 -1.65
6 C 1.08 1.41 -1.58
7 C 1.02 2.33 -0.23
8 C -0.48 2.68 0.32
9 C -1.61 1.52 0.04
10 C -2.85 1.59 1.16
11 C -2.69 0.50 2.38
12 C -3.46 -0.93 2.13
13 C -2.90 -1.75 0.79
14 O -3.80 -1.39 -0.32
15 P -3.19 -1.90 -1.87
16 O -1.71 -2.45 -1.86
17 O -4.20 -3.17 -2.56
18 O -3.33 -0.52 -2.98
19 H 5.66 -2.78 2.31
20 H 6.52 -2.40 0.61
21 H 6.14 -0.99 1.93
22 H 4.84 0.35 0.56
23 H 5.16 -0.85 -0.97
24 H 2.47 -1.41 -1.00
25 H 2.24 -0.22 0.45
26 H 2.80 0.32 -2.71
27 H 3.45 1.68 -1.57
28 H 0.39 0.47 -1.58
29 H 0.97 2.10 -2.53
30 H 1.69 1.89 0.64
31 H 1.52 3.37 -0.51
32 H -0.39 2.79 1.50
33 H -0.80 3.73 -0.08
34 H -1.17 0.45 -0.06
35 H -2.13 1.78 -1.00
36 H -3.89 1.60 0.62
37 H -2.73 2.67 1.66
38 H -1.55 0.37 2.70
39 H -3.22 0.99 3.33
40 H -3.28 -1.60 3.08
41 H -4.63 -0.80 2.01
42 H -2.97 -2.91 1.07
43 H -1.76 -1.55 0.59
44 H -4.90 -2.69 -3.11
45 H -2.41 -0.35 -3.37


Record 6
Formula: C12H28AgN5O7
Source: the Open Molecules 2025 dataset
Level of theory: ωB97M-V/def2-TZVPD

Output
relative energy (zero: lowest compared OMol25 entry of this formula, charge and spin): 17.3 kcal/mol
LUMO level (alpha / beta): -2.823 / -7.437 eV
maximum force: 6.4 eV/Å
<S²>: 0.76
energy: -38669.4578 eV
HOMO (alpha / beta): -0.4498 / -0.4497 Eh
net charge: +1
2S+1: 2

Atoms and positions in Å:
1 Ag -0.85 0.65 0.09
2 N -1.28 3.57 -0.67
3 O -2.16 2.85 -0.18
4 O -0.21 3.13 -0.75
5 O -1.49 4.69 -1.06
6 C 2.58 2.37 1.78
7 C 1.77 1.01 1.55
8 O 0.71 0.87 2.14
9 N 2.32 -0.01 0.91
10 C 3.57 -0.12 0.27
11 H 3.50 2.35 1.20
12 H 2.79 2.42 2.85
13 H 2.01 3.16 1.29
14 H 1.78 -0.86 0.98
15 H 4.36 -0.04 1.02
16 H 3.72 0.65 -0.48
17 H 3.44 -1.12 -0.15
18 C -5.01 1.10 -1.00
19 C -4.36 0.03 -0.10
20 O -3.16 0.07 0.01
21 N -5.16 -0.83 0.54
22 C -4.83 -1.80 1.58
23 H -6.02 0.81 -1.28
24 H -4.30 1.25 -1.82
25 H -5.06 2.01 -0.40
26 H -6.13 -0.54 0.52
27 H -5.13 -1.46 2.57
28 H -3.83 -2.19 1.41
29 H -5.50 -2.66 1.49
30 C -0.85 -1.94 2.67
31 C -0.30 -2.47 1.32
32 O -0.84 -2.13 0.24
33 N 0.81 -3.11 1.32
34 C 1.50 -3.69 0.17
35 H -1.56 -1.13 2.49
36 H -0.02 -1.46 3.18
37 H -1.47 -2.69 3.17
38 H 1.23 -3.27 2.22
39 H 0.60 -4.09 -0.31
40 H 2.23 -4.42 0.51
41 H 1.86 -2.94 -0.52
42 C 2.51 -0.57 -2.79
43 C 1.54 0.44 -2.23
44 O 0.49 0.04 -1.75
45 N 1.78 1.74 -2.27
46 C 2.96 2.49 -2.71
47 H 2.70 -0.53 -3.86
48 H 2.34 -1.58 -2.41
49 H 3.50 -0.30 -2.42
50 H 1.04 2.27 -1.82
51 H 2.89 2.86 -3.73
52 H 3.80 1.80 -2.75
53 H 3.23 3.29 -2.01


Record 7
Formula: C12H28ClN4O8
Source: the Open Molecules 2025 dataset
Level of theory: ωB97M-V/def2-TZVPD

Output
LUMO level (alpha / beta): -0.012 / -6.303 eV
maximum force: 5.5 eV/Å
<S²>: 0.76
energy: -47749.6799 eV
HOMO (alpha / beta): -0.3529 / -0.3524 Eh
net charge: 0
2S+1: 2

Atoms and positions in Å:
1 Cl 0.51 7.09 18.91
2 O 0.47 7.11 20.30
3 O 1.61 7.75 18.31
4 O 0.45 5.66 18.52
5 O -0.57 7.81 18.34
6 C 0.82 10.89 16.43
7 C -0.66 11.12 15.96
8 O -0.89 12.06 15.17
9 N -1.55 10.20 16.24
10 C -2.97 10.39 15.94
11 H 1.03 9.82 16.53
12 H 1.01 11.46 17.33
13 H 1.41 11.19 15.57
14 H -1.22 9.34 16.66
15 H -3.32 10.37 14.91
16 H -3.18 11.42 16.23
17 H -3.68 9.85 16.56
18 C 4.10 5.51 19.21
19 C 4.30 4.82 20.59
20 O 5.30 5.23 21.22
21 N 3.38 3.90 20.93
22 C 3.55 3.17 22.19
23 H 3.76 6.54 19.21
24 H 3.47 4.96 18.51
25 H 5.05 5.44 18.68
26 H 2.67 3.56 20.30
27 H 2.75 3.48 22.86
28 H 4.48 3.31 22.75
29 H 3.47 2.12 21.91
30 C 4.20 9.06 15.98
31 C 5.72 9.34 16.22
32 O 6.05 9.89 17.25
33 N 6.61 9.07 15.24
34 C 7.98 9.60 15.09
35 H 4.07 8.19 15.34
36 H 3.64 9.72 15.31
37 H 3.74 8.79 16.93
38 H 6.29 8.53 14.45
39 H 8.82 8.97 15.39
40 H 7.89 10.56 15.60
41 H 8.09 9.78 14.02
42 C -3.16 4.45 19.76
43 C -3.09 3.03 19.41
44 O -3.23 2.15 20.26
45 N -2.70 2.84 18.17
46 C -2.69 1.54 17.50
47 H -4.11 4.71 19.28
48 H -2.30 5.07 19.53
49 H -3.39 4.68 20.80
50 H -2.38 3.62 17.61
51 H -3.62 1.35 16.96
52 H -2.48 0.75 18.22
53 H -1.94 1.51 16.72


Record 8
Formula: C12H28GaN6O6S
Source: the Open Molecules 2025 dataset
Level of theory: ωB97M-V/def2-TZVPD

Output
relative energy (zero: lowest compared OMol25 entry of this formula, charge and spin): 0.0 kcal/mol
LUMO level (alpha / beta): -3.798 / -3.798 eV
maximum force: 4.5 eV/Å
energy: -97323.2515 eV
HOMO (alpha / beta): -0.3715 / -0.3715 Eh
net charge: +1
2S+1: 1

Atoms and positions in Å:
1 O -2.93 3.15 -1.18
2 H -3.66 3.05 -1.72
3 Ga -0.21 0.47 -0.94
4 N -1.66 -0.45 -1.83
5 N -1.36 0.24 0.67
6 N 1.09 0.62 -2.35
7 N 1.08 1.46 0.14
8 O -1.76 -0.50 -3.09
9 O 0.86 0.03 -3.56
10 O 1.05 1.64 1.47
11 O -1.02 0.42 1.92
12 C -2.52 -0.37 0.37
13 C -2.70 -0.72 -1.01
14 C 2.28 1.00 -1.87
15 C 2.28 1.46 -0.49
16 C -3.82 -1.50 -1.61
17 H -4.39 -0.86 -2.31
18 H -4.48 -1.91 -0.81
19 H -3.34 -2.31 -2.20
20 C -3.34 -0.86 1.52
21 H -3.65 -0.03 2.18
22 H -2.75 -1.58 2.10
23 H -4.23 -1.34 1.13
24 C 3.44 0.83 -2.75
25 C 3.55 1.68 0.29
26 H 3.06 0.98 -3.77
27 H 3.80 -0.21 -2.62
28 H 4.17 1.59 -2.46
29 H 3.35 1.72 1.39
30 H 4.08 2.62 0.02
31 H 4.27 0.86 0.10
32 H -0.14 -0.27 -3.42
33 H 0.12 1.10 1.79
34 C -2.70 4.00 0.23
35 H -3.58 4.17 0.81
36 H -2.11 4.82 -0.21
37 H -2.19 3.27 0.72
38 O -1.01 1.88 -1.98
39 H -2.00 2.58 -1.71
40 H -1.04 1.72 -2.94
41 C 2.87 -1.44 2.87
42 N 2.67 -1.92 1.50
43 C 1.45 -2.18 0.99
44 S 1.10 -1.87 -0.66
45 N 0.52 -2.75 1.78
46 C 0.88 -3.77 2.77
47 H 1.92 -1.45 3.42
48 H 3.26 -0.41 2.83
49 H 3.61 -2.09 3.38
50 H 3.32 -1.55 0.81
51 H -0.36 -2.91 1.29
52 H 0.57 -3.43 3.77
53 H 0.35 -4.70 2.53
54 H 1.96 -3.96 2.75


Record 9
Formula: C12H28I2O11P2
Source: the Open Molecules 2025 dataset
Level of theory: ωB97M-V/def2-TZVPD

Output
LUMO level: -1.156 eV
SMILES string: C[C@@H](I)[C@H](I)C1=C(PP(=O)(O)O)C(=O)OC1=O.CO.CO.CO.CO.CO
maximum force: 0.6 eV/Å
energy: -70199.5257 eV
HOMO: -0.3362 Eh
net charge: 0
2S+1: 1

Atoms and positions in Å:
1 C -1.15 -0.28 2.96
2 C -1.66 1.13 3.16
3 I -0.94 1.85 5.07
4 C -1.20 2.09 2.06
5 I -2.16 4.01 2.19
6 C -1.43 1.53 0.70
7 C -0.55 1.00 -0.15
8 P 1.23 0.84 0.10
9 P 1.63 2.56 -1.18
10 O 0.60 2.92 -2.15
11 O 1.89 3.75 -0.13
12 O 3.09 2.20 -1.75
13 C -1.29 0.65 -1.40
14 O -0.95 -0.01 -2.32
15 O -2.57 1.18 -1.30
16 C -2.78 1.46 0.03
17 O -3.86 1.53 0.52
18 H -0.06 -0.29 2.85
19 H -1.39 -0.90 3.83
20 H -1.61 -0.74 2.08
21 H -2.74 1.17 3.27
22 H -0.14 2.32 2.17
23 H 1.50 -0.15 -0.87
24 H 2.47 3.48 0.60
25 H 3.51 3.01 -2.09
26 C 4.88 4.96 2.67
27 O 3.95 4.06 2.07
28 H 4.52 5.15 3.68
29 H 5.88 4.52 2.73
30 H 4.93 5.90 2.13
31 H 4.32 3.86 1.20
32 C -1.31 -2.93 6.62
33 O -2.06 -2.08 5.76
34 H -0.30 -2.54 6.64
35 H -1.71 -2.92 7.64
36 H -1.29 -3.96 6.25
37 H -2.97 -2.40 5.73
38 C -1.78 -3.56 -3.49
39 O -1.26 -3.16 -2.23
40 H -1.89 -4.64 -3.46
41 H -2.77 -3.13 -3.68
42 H -1.11 -3.29 -4.30
43 H -1.17 -2.20 -2.24
44 C 5.19 0.73 -4.12
45 O 6.42 0.41 -3.49
46 H 4.43 0.75 -3.35
47 H 5.23 1.72 -4.60
48 H 4.91 -0.01 -4.87
49 H 7.11 0.39 -4.16
50 C -5.30 -5.68 -4.48
51 O -4.66 -4.49 -4.93
52 H -4.58 -6.49 -4.58
53 H -5.61 -5.60 -3.43
54 H -6.18 -5.92 -5.09
55 H -5.28 -3.76 -4.85